Entry 1:
C20H23F3N2O3 | ωB97M-V with the def2-TZVPD basis set

- SMILES string = CCOC(=O)C1(Cc2ccccc2C(F)(F)F)CCN(Cc2ccon2)CC1
- LUMO level (eV) = 0.7
- Kohn-Sham gap (eV) = 9.56

ORCA input file:
```
! wB97M-V def2-TZVPD RIJCOSX def2/J DEFGRID3
* xyz 0 1
F 1.1674 5.1945 -1.6657
F 0.6693 3.1572 -2.0799
F -0.8541 4.5256 -1.4270
O -2.1975 -4.2415 -4.6615
O 1.0774 0.0253 1.7157
O -1.0423 -0.4193 2.2796
N -0.2664 -1.7923 -1.6931
N -1.1045 -3.5833 -4.2240
C 0.8941 -1.1012 -1.1656
C -1.0329 -3.7468 -2.9294
C -1.7754 -0.3283 -0.4462
C -2.1165 -4.5519 -2.4820
C 1.1203 3.4879 2.9344
C 1.7131 -1.9397 3.0096
C -0.2337 -0.0304 1.4746
C 1.8984 4.3923 2.2322
C 0.7016 3.8316 0.2203
C 0.0647 -3.1424 -2.1206
C 1.6708 4.5789 0.8832
C 1.5280 -0.4291 2.9918
C -0.5980 0.4963 0.0901
C -1.3499 -1.7649 -0.7308
C -1.0616 1.9713 0.2475
C 0.1597 2.7476 2.2740
C -0.0469 2.8662 0.9012
C 0.4304 4.1652 -1.2228
C 0.5587 0.3638 -0.9004
C -2.8052 -4.8220 -3.6243
H 1.2610 -1.5792 -0.2392
H -1.3370 2.3336 -0.7414
H 0.8006 -0.1305 3.7538
H 2.4754 0.0878 3.1573
H -3.6939 -5.3853 -3.8272
H 2.6593 4.9688 2.7344
H 0.7559 -2.4320 2.8542
H 0.2840 -3.8032 -1.2603
H 1.4444 0.8804 -0.5306
H -2.2004 -2.3072 -1.1494
H -1.9629 1.9662 0.8664
H -2.1324 0.1228 -1.3722
H 2.1127 -2.2477 3.9715
H 2.2422 5.3142 0.3384
H -0.4630 2.0677 2.8352
H -2.5856 -0.3347 0.2842
H 1.6912 -1.1516 -1.9111
H -2.3300 -4.8744 -1.4848
H 0.2588 0.8126 -1.8464
H -1.0609 -2.2590 0.2167
H 2.4025 -2.2445 2.2255
H 0.9518 -3.0799 -2.7543
H 1.2575 3.3646 3.9982
*
```

natural (NBO) charges in e: -0.32, -0.33, -0.33, -0.26, -0.52, -0.63, -0.43, -0.11, -0.21, 0.13, -0.39, -0.36, -0.18, -0.63, 0.84, -0.22, -0.16, -0.25, -0.17, -0.08, -0.15, -0.23, -0.41, -0.21, 0.02, 0.98, -0.40, 0.13, 0.16, 0.23, 0.20, 0.19, 0.21, 0.22, 0.22, 0.17, 0.23, 0.21, 0.23, 0.22, 0.22, 0.23, 0.22, 0.23, 0.21, 0.24, 0.23, 0.16, 0.21, 0.23, 0.22

***

Entry 2:
C2H3Cl2N | ωB97M-V with the def2-TZVPD basis set

- LUMO level (eV) = -0.1
- Kohn-Sham gap (eV) = 9.94

ORCA input file:
```
! wB97M-V def2-TZVPD RIJCOSX def2/J DEFGRID3
* xyz 0 1
Cl -2.4250 1.7965 0.6604
Cl 4.1413 -0.3079 0.0698
N -1.2223 0.6297 0.2191
C -0.0373 0.2226 0.4165
C -1.0799 -0.5320 -0.5371
H -1.5562 -1.5129 -0.2844
H 3.2500 0.0478 1.0446
H -1.0706 -0.3437 -1.5889
*
```

natural (NBO) charges in e: 0.17, -0.30, -0.43, 0.17, -0.28, 0.19, 0.30, 0.18

***

Entry 3:
C66H165N11 | ωB97M-V with the def2-TZVPD basis set

- SMILES string = CCN(CC)CC.CCN(CC)CC.CCN(CC)CC.CCN(CC)CC.CCN(CC)CC.CCN(CC)CC.CCN(CC)CC.CCN(CC)CC.CCN(CC)CC.CCN(CC)CC.CCN(CC)CC
- LUMO level (eV) = 0.6
- Kohn-Sham gap (eV) = 8.53

ORCA input file:
```
! wB97M-V def2-TZVPD RIJCOSX def2/J DEFGRID3
* xyz 0 1
N -14.6003 22.2036 10.0685
N -20.5927 20.2779 14.7764
N -6.9078 23.4977 10.7256
N -14.9855 29.4322 5.6703
N -15.3484 17.8748 10.8482
N -14.2841 28.9889 11.4509
N -17.5830 24.7713 4.0500
N -8.0140 16.7344 11.2209
N -20.6835 17.5669 9.7797
N -10.2337 26.7976 7.1744
N -11.4639 16.3161 16.0021
C -11.9716 18.3920 14.5238
C -16.1078 27.8026 7.2171
C -21.9060 22.1518 13.7455
C -12.6654 30.3807 10.1456
C -10.3048 16.5498 16.8581
C -13.9526 17.5468 10.9616
C -16.8750 23.7264 3.3068
C -8.8280 17.8661 11.6759
C -20.4933 16.6876 10.9470
C -11.3231 26.0300 5.1092
C -13.2973 27.1422 12.8468
C -6.6140 17.2083 11.2077
C -20.1321 19.7796 10.8120
C -14.1576 31.6448 6.4215
C -18.1980 20.6532 15.2309
C -17.2677 17.8965 9.2547
C -19.0917 25.6523 2.1744
C -13.8883 30.3882 5.5961
C -21.2006 18.8689 10.2147
C -6.5751 25.2501 12.4486
C -13.8346 15.7191 15.9123
C -9.9474 28.0088 7.9852
C -14.8354 22.7643 8.7492
C -19.4890 19.9785 15.6893
C -10.5102 25.7126 8.1176
C -14.4716 27.6395 11.9874
C -12.7395 16.4318 16.7060
C -19.7583 15.3926 10.6480
C -5.5671 22.9341 10.6891
C -14.0728 20.8407 10.0572
C -15.0103 28.4842 4.5660
C -11.6662 25.8010 9.1282
C -15.7025 29.1212 3.3595
C -21.0065 21.6623 14.9115
C -13.5587 16.0341 11.0484
C -17.9819 25.8787 3.1945
C -15.5759 18.0631 13.2975
C -15.5450 29.4176 10.8346
C -9.1272 18.8586 10.5445
C -11.4379 16.9405 14.6710
C -15.6410 22.3464 11.0721
C -15.5376 24.1072 8.8460
C -8.6392 27.8273 8.7825
C -16.1134 17.4676 12.0094
C -8.1572 15.5181 12.0199
C -9.5275 14.8655 11.8485
C -21.4705 17.6060 7.4238
C -5.5902 21.4741 11.1081
C -14.9684 28.7831 6.9817
C -11.3177 27.0715 6.2317
C -15.9183 17.3116 9.6124
C -13.2259 28.9770 10.4386
C -21.6259 19.2818 14.8470
C -5.7663 16.3348 10.2813
C -18.1825 23.4496 6.0013
C -9.1095 22.5781 10.3922
C -7.0102 24.9176 11.0067
C -18.7183 24.2394 4.7991
C -16.3293 30.2071 11.8937
C -15.4909 24.2921 2.8751
C -16.9652 21.5502 10.8938
C -7.8737 23.0529 9.6874
C -12.6492 20.8319 10.6292
C -21.6498 17.0181 8.8307
C -22.6245 19.2704 16.0468
C -9.5742 15.2368 17.1859
H -17.7013 22.4781 5.9365
H -12.3248 26.9877 6.6694
H -9.8594 14.7857 10.8123
H -8.8226 15.4838 17.9448
H -16.6877 22.7941 3.8321
H -11.8991 21.1074 9.8805
H -13.1372 27.7974 13.7052
H -7.9478 27.0702 8.4125
H -12.6081 26.1461 8.7042
H -13.4050 17.8823 10.0771
H -15.8861 23.3680 11.3564
H -12.9447 29.9058 5.8996
H -19.3166 25.0802 5.1650
H -7.4912 14.8103 11.5236
H -22.1892 19.2917 13.9089
H -15.0786 19.0279 13.1736
H -16.1912 16.3671 12.0350
H -10.6147 24.8181 7.4916
H -19.2396 18.9145 15.7153
H -12.3314 19.8598 11.0113
H -16.0439 28.5818 10.3238
H -14.0705 20.2477 9.1393
H -15.9822 26.8684 6.6675
H -11.1678 28.0809 5.8506
H -20.0277 25.5957 2.7373
H -21.9224 18.7023 11.0335
H -7.3902 22.1879 9.2251
H -4.8184 16.8121 10.0258
H -17.1597 21.2100 9.8760
H -20.5073 17.2709 7.0401
H -17.2400 30.6844 11.5270
H -19.3108 20.0377 10.1425
H -11.4367 25.0067 5.4553
H -18.9792 24.7821 1.5330
H -16.2967 18.1194 14.1111
H -23.5831 19.6623 15.7165
H -12.4227 28.3166 10.7572
H -17.1634 26.3660 2.6536
H -6.2692 17.2853 12.2467
H -8.0574 25.2416 11.0258
H -15.3893 30.1037 9.9955
H -9.1468 18.4433 9.5341
H -5.6404 24.7817 12.7506
H -12.3782 27.0561 12.2736
H -5.1120 23.1565 9.7130
H -15.6515 30.9906 12.2326
H -8.1003 28.7679 8.8872
H -14.7455 17.4515 13.6622
H -16.5743 29.6355 12.7895
H -20.6670 20.7170 10.9966
H -21.3078 22.3980 12.8693
H -16.1044 27.5016 8.2687
H -11.6820 24.7980 9.5537
H -20.1647 22.3082 15.1317
H -9.4899 23.4118 10.9931
H -12.0678 30.2514 9.2366
H -13.9669 28.3570 7.1813
H -14.7823 23.4984 2.6365
H -12.7373 16.0951 17.7403
H -13.4826 17.9267 11.8699
H -13.8919 15.6578 12.0209
H -18.0125 20.4148 14.1854
H -19.1659 26.5529 1.5630
H -9.8368 22.4343 9.5799
H -6.3876 20.9147 10.6127
H -13.8664 22.8747 8.2583
H -19.6907 19.4350 11.7467
H -19.4640 23.6609 4.2316
H -12.9787 18.4898 14.9271
H -5.4371 15.4257 10.7958
H -21.2039 18.2752 14.8597
H -10.2581 14.5487 17.6843
H -22.5963 21.3677 13.4224
H -10.6256 16.9323 17.8318
H -22.6622 17.2913 9.1767
H -15.1183 24.8912 3.7057
H -14.1471 31.5654 7.5070
H -10.3039 15.5235 12.2566
H -15.1509 31.9799 6.1149
H -6.6001 25.5679 10.2166
H -8.4235 18.3438 12.5777
H -13.9687 16.3139 15.0108
H -21.4825 16.5285 11.4006
H -10.0712 19.3893 10.6496
H -6.5293 18.1950 10.7501
H -13.6099 14.6724 15.7332
H -15.3147 27.5959 12.6840
H -15.2760 30.0866 3.0917
H -13.8340 30.6336 4.5333
H -12.4911 15.8037 11.0673
H -15.1953 21.9447 11.9882
H -11.9346 30.5321 10.9448
H -6.3468 16.0477 9.4092
H -21.4410 18.6977 7.4503
H -17.4142 23.4284 2.3964
H -11.4101 26.5111 9.9177
H -9.5919 25.4423 8.6444
H -19.9481 15.0304 9.6369
H -15.5297 24.6756 7.9141
H -17.2050 18.9784 9.1439
H -18.6861 15.6035 10.6871
H -14.7558 26.9223 11.2027
H -10.3709 26.0632 4.5780
H -17.7847 17.3768 8.4488
H -19.1259 23.2633 6.5410
H -17.6285 24.0795 6.6957
H -10.7872 28.2840 8.6284
H -13.2651 31.2782 10.0329
H -17.7692 22.2149 11.2166
H -6.4573 26.3275 12.5672
H -9.7045 28.7570 7.2277
H -9.5387 13.9062 12.3604
H -9.5650 17.2383 16.4425
H -15.1173 24.7937 9.5911
H -9.8245 17.5045 11.9569
H -22.7665 18.2164 16.2948
H -12.5376 21.5601 11.4342
H -9.0759 21.7206 11.0558
H -17.1574 17.7863 11.9449
H -14.9953 29.4660 7.8398
H -19.8996 17.2777 11.6458
H -21.6780 15.9280 8.8040
H -17.0804 28.2361 6.9889
H -11.9662 16.2496 14.0130
H -22.6038 22.9375 14.0324
H -7.3779 24.8637 13.0741
H -8.0601 23.9242 9.0566
H -13.9540 15.5278 10.1672
H -18.2258 26.6950 3.8863
H -19.9371 14.5951 11.3659
H -9.0832 14.7727 16.3337
H -11.9527 18.5309 13.4425
H -8.8714 27.4696 9.7922
H -15.6236 28.4314 2.5122
H -4.6966 20.8952 10.8533
H -19.7178 20.2213 16.7386
H -10.4093 16.9880 14.3104
H -13.5395 28.5292 9.4788
H -14.6633 20.2717 10.7762
H -14.0046 28.1546 4.2616
H -13.5982 26.2075 13.3238
H -13.4362 32.4219 6.1627
H -5.7075 21.3474 12.1844
H -22.3067 17.4012 6.7554
H -18.2020 21.7319 15.3994
H -11.3399 19.1080 15.0472
H -17.3507 20.3452 15.8501
H -17.9825 17.7305 10.0645
H -7.9289 15.7236 13.0721
H -22.1948 19.6899 16.9548
H -12.9653 17.5093 16.6799
H -15.4790 22.1312 8.1180
H -16.7776 29.2163 3.5188
H -4.9550 23.4770 11.4095
H -17.0126 20.6612 11.5251
H -21.6583 21.7295 15.8008
H -15.5656 27.5588 4.7133
H -8.2824 19.5485 10.4647
H -16.0095 16.2314 9.8048
H -21.7640 19.4401 9.4808
H -15.2098 17.4591 8.7949
H -14.7749 15.8920 16.4443
H -15.5604 24.9283 1.9939
H -12.1496 26.3940 4.4910
H -16.5725 24.0585 9.1968
*
```

Here are the Löwdin charges for atoms 1 to 99, given in e: -0.18, -0.20, -0.21, -0.18, -0.18, -0.17, -0.19, -0.19, -0.18, -0.17, -0.19, -0.06, -0.07, -0.07, -0.07, -0.26, -0.27, -0.24, -0.25, -0.26, -0.08, -0.08, -0.25, -0.08, -0.07, -0.09, -0.08, -0.08, -0.25, -0.26, -0.08, -0.08, -0.24, -0.24, -0.26, -0.26, -0.26, -0.25, -0.07, -0.25, -0.25, -0.26, -0.06, -0.09, -0.24, -0.06, -0.28, -0.07, -0.26, -0.07, -0.24, -0.24, -0.10, -0.09, -0.25, -0.25, -0.09, -0.08, -0.08, -0.26, -0.27, -0.24, -0.27, -0.27, -0.09, -0.08, -0.09, -0.27, -0.26, -0.08, -0.08, -0.08, -0.23, -0.08, -0.27, -0.07, -0.09, 0.06, 0.09, 0.08, 0.07, 0.10, 0.05, 0.08, 0.07, 0.06, 0.11, 0.10, 0.11, 0.12, 0.11, 0.09, 0.08, 0.12, 0.11, 0.11, 0.03, 0.10, 0.12

***

Entry 4:
C53H47F3N8O4P2STi | ωB97M-V with the def2-TZVPD basis set

- LUMO level (eV) = -0.6
- Kohn-Sham gap (eV) = 6.75

ORCA input file:
```
! wB97M-V def2-TZVPD RIJCOSX def2/J DEFGRID3
* xyz 0 1
Ti -2.2028 0.9445 -1.3149
S -3.9195 2.7074 0.6151
P 1.4678 -1.4622 0.9093
P 1.0489 -1.3090 -2.0162
F 3.2475 3.6751 -4.7150
F 1.6587 4.8413 -5.6082
F 2.5309 5.4624 -3.7259
O -3.3300 1.5363 -2.6046
O -4.3253 3.3554 -0.5979
O -4.6492 1.5838 1.1364
O -3.9984 0.8186 -1.5749
N -4.2410 7.0012 4.6690
N -2.3262 2.1960 0.3242
N 1.3896 -2.3416 -0.6003
N -2.2526 -0.8906 -2.4723
N -2.2789 -0.7009 0.2117
N -0.7050 1.9999 -2.3490
N -0.0944 2.0166 0.7015
N -1.4738 2.9240 2.4077
C 1.7597 -4.7838 4.1205
C 3.6661 -0.2679 2.0861
C -0.3947 3.1450 3.1423
C -2.3422 -1.8085 2.5079
C 4.2483 -1.6064 0.1855
C 1.3900 -2.5893 -3.2845
C 2.1615 -4.0668 1.8601
C 5.5870 -1.3009 0.3852
C -3.9714 3.9706 1.8338
C 0.8854 2.8459 2.7077
C 2.5706 -0.2811 -2.1378
C 2.1523 4.3954 -4.4413
C 0.4340 4.0787 -2.6197
C 0.9686 2.2515 1.4612
C -4.2990 3.6601 3.1468
C -2.2132 -3.1038 2.0264
C -2.4727 -1.6271 3.8854
C -4.4104 4.6666 4.0815
C 1.1033 -2.5822 3.4191
C 2.3188 -3.6129 -3.0964
C 5.9687 -0.4749 1.4331
C -2.2061 -4.1887 2.8980
C 3.5987 1.8068 -1.4736
C 3.6329 -0.5075 -3.0091
C 2.5091 -4.5795 -4.0692
C 2.5535 0.9013 -1.3991
C -4.0780 -2.2729 -2.5757
C 1.5689 -2.8352 2.1357
C 2.2423 -5.0402 2.8415
C 4.6667 1.5582 -2.3256
C -0.4920 3.2722 -1.9832
C -3.7886 5.2891 1.4483
C 0.8028 2.3028 -4.1788
C 5.0037 0.0374 2.2898
C -2.3289 -0.5484 1.6664
C -3.1818 -1.6265 -1.7429
C -3.1723 -1.4710 -0.3326
C 1.7747 -4.5366 -5.2497
C -3.8963 6.3003 2.3854
C -2.4742 -2.7030 4.7544
C 3.2749 -1.0856 1.0280
C 1.2059 -3.5485 4.4122
C 0.6717 -2.5494 -4.4740
C -2.3374 -3.9957 4.2618
C -1.2823 2.4122 1.1912
C 1.1208 3.5662 -3.7091
C 0.3157 -3.3727 -0.6087
C -4.1964 6.0008 3.7157
C -0.1220 1.5594 -3.4719
C 4.6759 0.4063 -3.0988
C -2.6373 -1.0491 -3.7575
C -3.7205 -1.9059 -3.8820
C 0.8622 -3.5151 -5.4557
H 1.9265 1.9402 1.0589
H 1.8197 -5.5465 4.8862
H 2.5701 -4.2554 0.8739
H 2.8897 -3.6475 -2.1761
H -0.5740 3.5725 4.1236
H 3.2269 -5.3735 -3.9064
H -2.3358 -4.8413 4.9369
H 3.6533 -1.4001 -3.6207
H 0.1608 -3.7745 0.3886
H 1.9127 -5.3017 -6.0026
H 7.0132 -0.2375 1.5876
H -1.0842 3.6556 -1.1648
H 0.6103 5.0837 -2.2659
H -0.0590 -1.7654 -4.6338
H 5.2932 0.6736 3.1169
H 0.6027 -4.1931 -1.2661
H -1.4523 0.0289 1.9657
H 1.2763 1.8875 -5.0572
H 0.6576 -1.6202 3.6467
H 6.3364 -1.7135 -0.2788
H 2.6908 -5.9988 2.6134
H -4.3479 7.9456 4.3415
H 5.4783 2.2702 -2.4021
H -2.5807 -2.5348 5.8187
H -4.1874 -2.2134 -4.8032
H -4.6670 4.4295 5.1070
H -0.6380 -2.9677 -0.9695
H 1.6871 1.1114 -0.7809
H -2.1142 -3.2905 0.9664
H -3.5869 5.5184 0.4111
H -4.7196 6.7970 5.5290
H -2.0985 -5.1892 2.4983
H 3.5756 2.7162 -0.8843
H 0.2864 -3.4730 -6.3709
H 1.7609 3.0428 3.3076
H -4.4717 2.6278 3.4163
H 0.8404 -3.3366 5.4085
H 2.9142 0.1236 2.7648
H -3.9647 -1.9558 0.2378
H -3.7612 7.3333 2.0883
H -0.3889 0.5606 -3.7898
H -4.8955 -2.9024 -2.2615
H 3.9524 -2.2464 -0.6350
H 5.4956 0.2196 -3.7809
H -3.2137 0.0431 1.9171
H -2.1383 -0.5306 -4.5650
H -2.5746 -0.6196 4.2756
*
```

Here are the Löwdin charges for atoms 1 to 99, given in e: 1.05, 0.65, 1.04, 1.06, 0.15, 0.16, 0.15, -0.25, -0.29, -0.30, -0.27, 0.10, -0.18, -0.51, -0.06, -0.02, -0.02, 0.12, 0.15, -0.09, -0.12, -0.11, -0.20, -0.10, -0.37, -0.10, -0.08, -0.32, -0.05, -0.37, -0.59, 0.04, -0.14, -0.07, -0.05, -0.05, -0.03, -0.11, -0.12, -0.09, -0.08, -0.08, -0.08, -0.08, -0.15, -0.03, -0.37, -0.08, -0.08, -0.08, -0.06, 0.04, -0.09, -0.17, -0.36, -0.11, -0.08, -0.03, -0.09, -0.37, -0.09, -0.09, -0.10, -0.48, -0.09, -0.19, -0.32, -0.10, -0.07, -0.19, -0.07, -0.08, 0.08, 0.10, 0.11, 0.10, 0.11, 0.10, 0.10, 0.10, 0.05, 0.10, 0.10, 0.11, 0.13, 0.08, 0.10, 0.08, 0.09, 0.14, 0.10, 0.10, 0.10, 0.09, 0.11, 0.10, 0.09, 0.11, 0.06

***

Entry 5:
C16H21N5O4S | ωB97M-V with the def2-TZVPD basis set

- LUMO level (eV) = -1.5
- Kohn-Sham gap (eV) = 6.86

ORCA input file:
```
! wB97M-V def2-TZVPD RIJCOSX def2/J DEFGRID3
* xyz 0 1
S -2.0821 3.9235 -3.1185
O 2.3791 -1.1930 2.0751
O -0.3796 2.9382 0.9240
O 1.3117 -3.3468 0.0427
O -0.9963 -2.4460 -1.6483
N -1.8457 8.1647 -1.6145
N -1.2766 4.8013 -0.7160
N -2.8472 7.9144 -0.6009
N -1.6127 6.0913 -0.7139
N -0.8867 2.5785 -1.4322
C 1.7670 -2.1244 2.9299
C 0.0399 0.7262 -0.0955
C -0.4951 2.0707 0.0027
C 0.6843 -2.0617 -0.0257
C 1.2527 -1.0238 1.1417
C 2.8479 -3.0356 -1.6702
C -0.5514 -0.2741 -0.9003
C -0.9267 -3.8037 -1.4658
C -1.9183 -4.2690 -0.1601
C -0.2444 -1.5224 -0.7404
C -1.6047 6.9391 -1.6823
C 2.7646 -3.2994 -0.0462
C -1.1963 3.8598 -1.6795
C 0.6015 -1.7330 3.8829
C 0.7747 0.2549 1.1351
C -2.5297 6.7162 0.0634
H -1.0319 4.5301 0.3538
H 0.0130 -4.2157 -1.2772
H 2.7360 -2.3846 3.5336
H 1.4455 -3.0766 2.3453
H 0.4562 -2.4027 4.7255
H 2.7143 -1.8988 -1.6148
H 3.1810 -2.8320 0.6091
H -0.9114 1.8407 -2.0066
H -1.4587 -0.0084 -1.7250
H 3.8873 -3.2983 -1.7153
H -2.5701 -3.5622 -0.3898
H 0.9778 -0.6657 4.3572
H -2.0701 -5.2154 -0.1940
H -0.1407 -1.6846 3.2163
H -3.1045 6.1254 0.8072
H -0.7240 6.7798 -2.6216
H 2.7924 -4.3737 -0.1212
H 1.3073 1.0526 1.7607
H 2.4337 -3.5893 -2.3260
H -1.3475 -3.9284 0.7483
H -1.6157 -4.0383 -2.3528
*
```

natural (NBO) charges in e: -0.26, -0.51, -0.60, -0.54, -0.51, -0.24, -0.41, -0.29, -0.24, -0.61, -0.09, -0.19, 0.69, 0.32, 0.22, -0.60, -0.15, -0.06, -0.61, 0.12, 0.25, -0.02, 0.29, -0.63, -0.18, 0.08, 0.46, 0.20, 0.18, 0.18, 0.23, 0.21, 0.17, 0.42, 0.26, 0.21, 0.21, 0.21, 0.20, 0.20, 0.22, 0.16, 0.20, 0.25, 0.20, 0.18, 0.20

***

Record order is preserved below.
Energy relative to the best compared isomer or geometry (same formula, charge and spin): 0.000, 3.961, 4.313, 0.511, 18.675 eV